{
  "formula": "C3H9N5",
  "method": "ωB97M-V with the def2-TZVPD basis set",
  "homo_energy_ev": -9.082,
  "orbital_gap_ev": 10.0461,
  "smiles": "[H]/N=C(/N)[C@H](C)N.N#N",
  "lumo_energy_ev": 0.964,
  "relative_energy_kj_mol": 0.0,
  "energy_ha": -393.51352,
  "elements": ["C", "H", "N", "N", "N", "H", "C", "H", "H", "H", "H", "N", "N", "H", "H", "C", "H"],
  "xyz": [[-0.0612, 0.1180, 2.0732], [-1.0431, 0.5502, 2.2444], [-0.0387, 0.7332, -3.2870], [0.8324, 0.3710, -3.8707], [1.2371, -1.3267, 0.6096], [1.4808, 0.6507, -0.9578], [-0.3486, 0.3278, -0.3940], [1.3144, -1.7688, -0.3011], [-2.3650, 0.0383, -0.1766], [2.0065, -0.6721, 0.7117], [-1.8772, 1.1614, -1.3921], [0.5123, 0.8875, -1.1458], [-1.6557, 0.6348, -0.5629], [0.1812, -0.5604, 2.8867], [-0.8117, -1.4217, 0.7592], [-0.0361, -0.6441, 0.7476], [0.6728, 0.9209, 2.0558]],
  "lowdin_charge": [-0.058, 0.074, -0.022, 0.022, 0.030, 0.047, -0.496, 0.078, 0.095, 0.069, 0.086, 0.057, 0.133, 0.077, 0.135, -0.410, 0.082]
}